Formula: C17H14FNaO2S
Source: the OMol25 dataset
Level of theory: ωB97M-V with the def2-TZVPD basis set

Each line ends with the Mulliken charge.
Atoms and positions in Å:
F 0.23 -3.21 2.04  -0.2327
S 0.74 -1.84 2.72  1.1507
C 1.47 -1.00 1.41  -0.4020
C 1.15 0.29 1.15  0.0571
C 1.81 1.19 0.22  0.4608
C 1.39 2.55 0.14  -0.5802
C 1.76 3.34 -0.95  -0.4416
C 2.63 2.83 -1.93  -0.5367
C 3.17 1.55 -1.77  -0.5303
C 2.81 0.75 -0.68  -0.3244
O -0.51 -1.16 3.05  -0.6851
O 1.61 -2.24 3.78  -0.6041
H 2.22 -1.58 0.88  0.2036
H 0.52 0.83 1.87  0.4479
H 0.73 2.96 0.91  0.3456
H 1.37 4.36 -1.03  0.3675
H 2.89 3.43 -2.81  0.3715
H 3.88 1.15 -2.51  0.3775
H 3.23 -0.25 -0.56  0.2940
C -1.62 -2.86 -1.01  -1.1656
Na -1.62 0.65 2.60  0.9449
C -0.23 -2.60 -1.11  -0.8451
C 0.00 -1.23 -0.84  -0.8801
C -1.25 -0.61 -0.55  0.9742
C -2.27 -1.63 -0.65  0.1503
C -3.61 -1.29 -0.42  -0.5750
C -3.92 0.02 -0.05  -0.5559
C -2.92 1.00 0.12  -0.7536
C -1.59 0.70 -0.19  -0.5693
H -2.14 -3.80 -1.14  0.3895
H 0.53 -3.34 -1.36  0.4111
H 0.92 -0.68 -1.05  0.9009
H -4.37 -2.07 -0.53  0.3817
H -4.97 0.30 0.09  0.3727
H -3.19 2.02 0.41  0.5150
H -0.84 1.49 -0.27  0.5652

Properties
Relative energy (zero: lowest compared OMol25 entry of this formula, charge and spin): 0.609 eV
Multiplicity: 1
HOMO-LUMO gap: 0.171 Ha


Formula: C17H14KNOS2
Source: the OMol25 dataset
Level of theory: ωB97M-V with the def2-TZVPD basis set

Each line ends with the Mulliken charge.
Atoms and positions in Å:
K -1.60 1.15 1.97  0.8517
S -3.11 -0.83 0.40  -0.4934
C -3.91 0.64 -0.15  0.2572
C -5.04 0.55 -0.99  -0.6126
C -5.67 1.68 -1.44  -0.2062
C -5.19 2.94 -1.05  -0.5019
C -4.09 2.95 -0.22  -0.3451
N -3.47 1.86 0.22  -0.3041
H -5.39 -0.43 -1.28  0.3576
H -6.53 1.60 -2.09  0.3579
H -5.65 3.86 -1.38  0.3651
H -3.68 3.90 0.11  0.3277
O 0.82 1.32 1.56  -0.7892
S 0.85 0.52 0.27  0.4766
C 2.53 0.63 -0.32  0.3439
C 3.52 1.02 0.58  -0.3349
C 4.83 1.10 0.13  -0.5910
C 5.13 0.80 -1.20  -0.4153
C 4.12 0.42 -2.08  -0.5621
C 2.81 0.35 -1.64  -0.3677
C 0.79 -1.19 0.76  0.6985
C 0.14 -2.08 -0.08  -0.3783
C 0.06 -3.42 0.30  -0.5874
C 0.61 -3.83 1.50  -0.3990
C 1.24 -2.91 2.35  -0.5737
C 1.33 -1.58 1.98  -0.4134
H 3.25 1.27 1.59  0.3851
H 5.61 1.40 0.80  0.3771
H 6.15 0.86 -1.54  0.3821
H 4.36 0.20 -3.11  0.3763
H 2.01 0.07 -2.32  0.3919
H -0.34 -1.73 -0.98  0.4078
H -0.46 -4.12 -0.33  0.3848
H 0.53 -4.86 1.80  0.3862
H 1.64 -3.24 3.29  0.3785
H 1.79 -0.85 2.62  0.3692

Properties
Multiplicity: 1
HOMO-LUMO gap: 0.245 Ha


Formula: C17H14N3OPt
Source: the OMol25 dataset
Level of theory: ωB97M-V with the def2-TZVPD basis set

Each line ends with the Mulliken charge.
Atoms and positions in Å:
Pt 0.33 0.19 0.97  0.9388
C -3.66 1.87 1.64  -0.9848
C -4.28 1.71 0.39  -0.4340
C -3.58 1.13 -0.63  -0.7173
C -2.23 0.70 -0.41  0.8334
N -1.63 0.87 0.83  -0.2324
C -2.34 1.44 1.80  0.4867
C -1.44 0.09 -1.40  0.6283
C -1.83 -0.19 -2.74  -0.6965
C -0.95 -0.79 -3.60  -0.9633
C 0.33 -1.12 -3.14  -0.6466
C 0.70 -0.84 -1.82  0.7169
N -0.18 -0.25 -0.98  -0.1593
C 1.98 -1.13 -1.23  0.9372
C 3.04 -1.74 -1.94  -0.5991
C 4.24 -1.98 -1.30  -0.5039
C 4.38 -1.61 0.03  -0.8663
C 3.30 -1.01 0.68  0.0269
N 2.15 -0.77 0.07  -0.4811
H -4.18 2.33 2.47  0.4219
H -5.30 2.04 0.24  0.5016
H -4.02 0.98 -1.60  0.3727
H -1.89 1.58 2.77  0.3102
H -2.83 0.07 -3.07  0.3952
H -1.23 -1.01 -4.62  0.4952
H 1.04 -1.59 -3.81  0.3851
H 2.90 -2.02 -2.97  0.3643
H 5.06 -2.45 -1.82  0.4930
H 5.29 -1.77 0.59  0.4306
H 3.43 -0.73 1.71  0.7940
C 0.21 1.20 4.03  -1.2625
C 0.98 0.58 2.95  0.7803
O 2.07 0.15 2.90  -0.0982
H 0.87 1.24 4.91  0.4211
H -0.67 0.62 4.30  0.4558
H -0.07 2.23 3.79  0.4558

Properties
Total charge: +3
Multiplicity: 1
HOMO-LUMO gap (spin up / spin down): 0.127 / 0.125 Ha


Formula: C17H14N4Pd
Source: the OMol25 dataset
Level of theory: ωB97M-V with the def2-TZVPD basis set

Each line ends with the Mulliken charge.
Atoms and positions in Å:
Pd 0.00 0.19 -0.65  1.2149
C 4.31 0.05 -1.04  -0.8046
C 4.66 -0.56 0.15  -0.3995
C 3.66 -0.96 1.03  -0.5581
C 2.34 -0.72 0.71  0.7096
N 2.01 -0.07 -0.44  -0.1003
C 2.96 0.29 -1.30  -0.0650
C 1.18 -1.18 1.51  0.3287
C 1.21 -1.80 2.74  -0.3673
C 0.00 -2.13 3.35  -0.8699
C -1.20 -1.80 2.74  -0.3666
C -1.18 -1.18 1.51  0.3287
N 0.00 -0.93 0.93  -0.4822
C -2.34 -0.72 0.71  0.7093
C -3.66 -0.96 1.04  -0.5576
C -4.65 -0.56 0.16  -0.4014
C -4.31 0.05 -1.03  -0.8013
C -2.96 0.29 -1.29  -0.0685
N -2.01 -0.07 -0.44  -0.0988
H 5.05 0.36 -1.76  0.4065
H 5.69 -0.74 0.39  0.4638
H 3.91 -1.47 1.95  0.3674
H 2.64 0.77 -2.20  0.4297
H 2.15 -2.03 3.23  0.3685
H 0.00 -2.62 4.31  0.4601
H -2.14 -2.03 3.23  0.3684
H -3.91 -1.47 1.96  0.3687
H -5.69 -0.74 0.40  0.4641
H -5.05 0.36 -1.75  0.4067
H -2.64 0.77 -2.20  0.4262
C -0.01 4.02 -3.24  -0.9306
C 0.00 2.76 -2.52  0.4676
N 0.00 1.77 -1.96  -0.3786
H -0.82 4.65 -2.86  0.3207
H -0.15 3.84 -4.30  0.3180
H 0.94 4.53 -3.08  0.3225

Properties
Relative energy (zero: lowest compared OMol25 entry of this formula, charge and spin): 0.000 eV
Total charge: +2
Multiplicity: 1
HOMO-LUMO gap: 0.309 Ha


Formula: C17H15BF16N2O5S
Source: the OMol25 dataset
Level of theory: ωB97M-V with the def2-TZVPD basis set

Each line ends with the Mulliken charge.
Atoms and positions in Å:
F -0.92 2.79 -4.67  -0.2294
C -0.77 3.07 -3.36  0.0301
F 0.12 4.09 -3.29  -0.2775
C -0.25 1.87 -2.57  0.8860
F 0.99 1.50 -3.00  -0.2990
F -0.09 2.26 -1.27  -0.3071
C -1.17 0.63 -2.55  -0.3402
O -0.84 -0.42 -3.48  -0.4003
C -1.36 -0.31 -4.78  0.7250
F -2.24 0.71 -4.84  -0.2853
F -2.08 -1.44 -4.99  -0.2930
C -0.26 -0.21 -5.85  0.2242
F 0.51 0.88 -5.65  -0.2131
F -0.80 -0.09 -7.09  -0.2648
H -1.72 3.42 -2.96  0.3155
H -1.03 0.16 -1.57  0.0634
H -2.23 0.89 -2.59  0.4088
H 0.38 -1.09 -5.83  0.2303
F 1.70 -4.26 2.25  -0.1826
C 2.82 -4.99 2.16  0.0831
F 3.39 -4.97 3.40  -0.2757
C 3.80 -4.44 1.13  0.8989
F 4.22 -3.19 1.47  -0.2572
F 4.91 -5.23 1.14  -0.3320
C 3.29 -4.41 -0.33  -0.7230
O 2.78 -3.16 -0.81  -0.3638
C 1.42 -2.87 -0.55  0.4617
F 0.82 -3.96 -0.04  -0.2875
F 0.85 -2.66 -1.76  -0.2251
C 1.24 -1.63 0.32  0.4679
F 1.84 -1.78 1.53  -0.2439
F -0.07 -1.39 0.56  -0.2580
H 2.55 -6.03 1.94  0.2538
H 4.16 -4.60 -0.96  0.4149
H 2.61 -5.24 -0.55  0.3219
H 1.67 -0.75 -0.16  0.2617
O 1.91 1.26 4.40  -0.5825
B 1.41 1.65 3.08  0.5149
O 2.08 2.74 2.37  -0.6367
C 0.11 0.94 2.42  0.6601
C -1.21 1.79 2.77  0.3556
C -1.38 2.60 4.11  -0.4690
C -2.68 3.43 4.39  -0.7045
C -3.83 3.46 3.34  0.3288
N -5.10 4.15 3.36  -0.5703
S -5.85 3.67 1.90  0.1821
N -4.73 2.64 1.08  -0.4802
C -3.63 2.61 2.02  0.5588
C -2.34 1.78 1.69  -0.0178
O -2.25 1.03 0.48  -0.3225
H 1.64 2.03 4.97  0.2905
H 1.40 3.47 2.38  0.3150
H 0.23 1.00 1.27  -0.2880
H 0.00 -0.17 2.66  0.2172
H -0.60 2.62 4.95  0.0682
H -2.76 4.00 5.38  0.3115
H -2.67 0.14 0.56  0.2800

Properties
Structure (SMILES): FC(F)C(F)(F)COC(F)(F)C(F)F.FC(F)C(F)(F)COC(F)(F)C(F)F.OB(O)Cc1ccc2nsnc2c1O
Multiplicity: 1
HOMO-LUMO gap: 0.264 Ha


Formula: C17H15BFInO5
Source: the OMol25 dataset
Level of theory: ωB97M-V with the def2-TZVPD basis set

Each line ends with the Mulliken charge.
Atoms and positions in Å:
In 23.78 -2.27 29.91  1.1280
B 20.65 -1.74 29.72  0.3239
H 21.22 -1.69 30.72  -0.1369
H 20.22 -0.69 29.52  0.0287
H 21.43 -2.09 28.90  -0.1050
H 19.81 -2.53 29.65  0.0890
C 22.79 -5.23 35.45  -0.3404
C 24.31 -5.03 35.47  0.2793
O 24.70 -4.54 34.20  -0.2350
C 23.59 -4.35 33.49  0.5252
O 23.56 -3.84 32.39  -0.4742
O 22.50 -4.76 34.11  -0.3222
F 24.93 -6.18 35.89  -0.2848
H 22.27 -4.61 36.17  0.2993
H 22.69 -6.31 35.45  0.3143
H 24.75 -4.32 36.17  0.2502
C 30.92 -2.87 27.57  -0.4274
C 29.69 -2.53 27.08  -0.6978
C 28.58 -2.77 27.93  -0.3045
C 28.70 -3.33 29.19  0.4530
C 29.99 -3.65 29.64  0.3722
C 31.09 -3.37 28.85  -0.5748
C 30.12 -4.37 30.94  0.3783
O 31.20 -4.53 31.44  -0.5457
C 28.92 -5.06 31.51  0.6120
C 29.03 -5.98 32.57  -0.5427
C 27.93 -6.63 33.10  -0.7997
C 26.68 -6.37 32.53  -0.4767
C 26.54 -5.39 31.49  -0.4494
C 27.65 -4.75 30.98  0.5181
C 27.52 -3.61 30.06  0.2758
O 26.46 -3.01 29.93  -0.5246
H 31.75 -2.99 26.88  0.3732
H 29.60 -2.31 26.03  0.4029
H 27.64 -2.58 27.42  0.3594
H 32.03 -3.71 29.27  0.5267
H 29.92 -6.21 33.15  0.4572
H 27.89 -7.19 34.02  0.4423
H 25.80 -6.85 32.95  0.4968
H 25.56 -5.13 31.11  0.3360

Properties
Total charge: +2
Multiplicity: 1
HOMO-LUMO gap: 0.078 Ha


| no. | DFT total energy (a.u.) | maximum force (hartree/bohr) |
| --- | --- | --- |
| 1 | -1466.96025 | 0.05471 |
| 2 | -2182.52894 | 0.01770 |
| 3 | -1013.88493 | 0.09537 |
| 4 | -1002.65404 | 0.00495 |
| 5 | -3163.30931 | 0.11221 |
| 6 | -1346.95987 | 0.06568 |